#P
{"formula": "C45H120O15", "method": "ωB97M-V with the def2-TZVPD basis set", "orbital_gap_ha": 0.37130, "homo_energy_ev": -9.450, "e_lumo_ev": 0.6536, "symbols": ["H", "C", "H", "C", "H", "H", "H", "H", "H", "H", "H", "H", "H", "C", "O", "H", "H", "H", "O", "H", "C", "H", "H", "H", "C", "H", "C", "C", "C", "H", "H", "H", "H", "C", "C", "H", "H", "H", "H", "H", "C", "O", "O", "H", "H", "C", "H", "C", "H", "H", "H", "C", "H", "H", "H", "H", "H", "C", "O", "C", "C", "C", "C", "H", "C", "H", "H", "H", "H", "H", "O", "C", "H", "H", "H", "H", "C", "H", "H", "O", "H", "C", "H", "H", "H", "C", "H", "H", "H", "C", "H", "H", "H", "H", "H", "H", "H", "H", "H", "H", "H", "H", "C", "C", "H", "H", "H", "H", "O", "C", "H", "H", "H", "H", "H", "O", "H", "H", "H", "H", "H", "H", "H", "H", "C", "H", "H", "C", "O", "C", "H", "O", "H", "O", "C", "H", "C", "H", "C", "H", "H", "C", "H", "H", "H", "C", "C", "H", "H", "H", "O", "H", "H", "C", "H", "H", "C", "O", "H", "H", "H", "H", "C", "H", "C", "C", "H", "C", "H", "H", "H", "O", "H", "H", "H", "H", "C", "H", "C", "H"], "xyz": [[1.536, -1.236, -5.440], [4.596, -0.027, 1.527], [1.011, 6.368, -1.868], [-1.103, 3.751, -1.180], [-4.454, -3.683, 3.454], [-0.789, 0.398, -1.652], [1.902, -2.410, -3.340], [-3.526, -0.522, 1.121], [-2.212, 1.253, 2.673], [-1.497, 6.081, 0.380], [1.832, 6.743, -3.523], [1.492, -2.537, -6.564], [2.352, -0.675, 3.178], [-3.906, -1.773, -5.547], [-0.702, -5.136, 3.277], [-2.524, 4.854, 1.065], [-0.730, 3.138, 0.846], [1.360, -3.276, 4.111], [-2.467, 0.282, 5.107], [-1.524, -0.973, -0.863], [5.264, -0.068, -3.429], [1.764, 0.208, 0.019], [0.891, -3.851, -3.182], [5.989, -0.733, -2.994], [5.526, 3.588, 0.119], [-2.180, -1.842, -6.930], [2.925, 0.761, -3.135], [2.884, 5.353, -2.306], [-4.925, 1.278, -0.766], [3.744, 0.635, 1.455], [-5.182, 2.663, 0.998], [1.625, 3.566, 5.601], [0.908, -3.554, 5.791], [0.193, -5.060, 4.393], [1.362, -3.208, -3.872], [-1.439, -4.259, -1.417], [1.881, -5.457, 3.122], [-1.042, 1.072, 0.710], [2.202, -3.620, -4.428], [0.989, 5.228, -3.119], [0.305, -2.694, -4.798], [-0.307, -0.724, 1.500], [2.255, 3.368, 2.364], [1.971, 0.628, -2.619], [-4.326, -0.122, -4.282], [-6.345, 1.383, -1.143], [6.118, 3.972, 2.192], [-1.398, 1.581, 3.348], [4.908, -0.418, -4.399], [-4.320, -3.706, -0.540], [-6.523, 2.441, -1.394], [-5.057, -0.912, 3.191], [1.467, -5.264, -1.197], [0.849, 0.699, 4.868], [0.897, -3.200, -0.747], [-1.551, -2.969, -0.236], [5.678, 0.977, -3.547], [5.951, 3.008, -1.208], [2.606, 4.049, -1.750], [-6.840, -2.885, -0.852], [-4.174, -1.873, 2.417], [-4.451, 2.376, 0.220], [-3.672, -0.312, -5.181], [5.302, 3.281, -2.026], [-0.091, 0.537, 5.404], [2.254, -5.834, 4.864], [1.251, -6.936, 3.839], [1.202, 4.147, 1.014], [1.928, -5.007, 0.597], [-0.502, 3.020, -1.709], [0.751, 4.389, 0.184], [-1.495, 5.176, 0.981], [0.507, -5.986, 0.269], [-5.829, -1.445, 3.702], [0.219, -0.989, -1.064], [0.028, -1.423, -6.524], [2.491, 3.053, 3.751], [-6.599, 0.816, -2.051], [-4.361, -2.327, -2.845], [0.510, -3.350, 1.289], [-7.347, -3.777, -0.520], [-0.635, -0.401, -0.876], [5.267, 0.387, 2.235], [4.064, 4.508, 4.010], [-4.306, 1.316, -1.671], [0.888, -1.908, -5.963], [5.031, -1.903, 2.350], [2.829, 0.488, -4.205], [2.443, 1.963, 3.916], [1.583, 6.014, -2.748], [6.949, 3.391, -1.557], [4.361, 0.546, -1.507], [3.839, -1.435, -1.222], [4.708, 4.579, -3.300], [6.725, 2.380, 1.393], [-4.765, -2.331, 1.617], [-1.042, -0.430, 3.822], [-2.724, -3.420, 3.265], [7.527, 4.009, 1.016], [3.038, 3.260, 1.837], [-0.924, 4.761, -1.639], [4.569, 2.836, 3.542], [1.133, -5.149, -0.138], [1.476, -5.844, 4.060], [-4.350, 3.321, -0.320], [-3.820, -1.792, -7.685], [-4.938, -1.963, -5.625], [-0.155, 1.240, 6.217], [-5.086, -2.008, -2.294], [-4.771, -4.211, -1.388], [6.007, 1.938, -1.162], [-5.577, -0.112, 2.612], [-2.552, -2.463, -4.189], [-3.966, 0.338, -6.029], [3.105, 1.828, -3.128], [-4.809, -0.001, -0.066], [-0.574, -4.449, 2.603], [0.459, 3.248, 4.352], [-4.403, -0.442, 3.966], [1.378, 4.857, 4.377], [0.233, -2.339, 1.385], [-1.582, 2.618, 3.701], [1.456, 1.257, 1.361], [-6.297, -3.666, -2.746], [-1.115, -3.936, -0.351], [3.113, -2.214, 3.758], [3.240, 4.855, -4.373], [-5.788, -3.209, -1.895], [-0.570, -1.828, -3.995], [3.855, 3.442, 4.141], [-1.048, 5.290, 1.981], [3.422, -2.158, 1.083], [-5.398, -5.061, -1.061], [3.764, -1.320, -2.181], [-3.712, -2.970, 3.381], [-1.233, -0.874, 1.753], [-0.667, 4.051, 0.289], [-7.704, -2.309, -1.177], [4.105, -1.419, 2.127], [-3.613, -2.616, 4.398], [-6.397, -2.301, -0.019], [3.826, 5.135, -3.493], [3.901, -0.631, 4.147], [-0.396, -3.452, -5.066], [0.990, 1.713, -0.308], [1.438, 3.769, 4.594], [3.304, -1.218, 3.398], [5.120, -0.093, 0.553], [-6.950, 1.231, -0.298], [-0.410, -5.503, 5.089], [-3.451, -2.652, -4.444], [-0.276, -2.916, 4.662], [-2.529, 0.729, 5.986], [1.064, 0.961, 0.400], [1.727, 4.110, -1.263], [-0.520, 1.489, 2.734], [4.091, 0.042, -2.521], [4.331, 2.942, 0.566], [3.432, 5.940, -1.568], [3.684, 2.816, -0.186], [-2.672, -0.129, -4.894], [-1.568, -4.593, 0.328], [-3.255, -2.153, -6.813], [4.277, 6.099, -3.753], [0.559, -3.605, 4.775], [6.526, 3.480, 1.238], [-0.004, -0.487, 5.847], [-1.287, 0.464, 4.419], [-4.914, -0.647, -0.724], [-2.205, 3.415, -1.183], [-4.102, -4.528, -2.202], [-3.042, -1.079, 1.808], [2.511, -2.404, 1.316], [-3.518, 2.117, 0.691], [4.057, 3.232, 5.157], [-0.120, -1.725, -3.178], [0.348, -3.856, -0.082], [-3.264, -3.240, -6.906], [-0.310, 0.290, 0.499], [5.279, 4.630, -0.121]]}

---

#Q
{"formula": "C45H120O15", "method": "ωB97M-V with the def2-TZVPD basis set", "orbital_gap_ha": 0.36269, "homo_energy_ev": -9.420, "e_lumo_ev": 0.4496, "symbols": ["H", "H", "H", "H", "C", "C", "H", "H", "H", "H", "O", "H", "C", "H", "H", "H", "C", "H", "H", "C", "H", "C", "H", "H", "C", "O", "C", "C", "H", "H", "H", "H", "H", "H", "H", "H", "C", "C", "H", "H", "C", "H", "C", "C", "O", "H", "H", "C", "H", "H", "H", "H", "H", "H", "C", "H", "C", "C", "H", "H", "H", "H", "H", "H", "C", "H", "H", "C", "H", "C", "H", "H", "H", "H", "H", "H", "H", "O", "H", "H", "C", "O", "H", "C", "H", "C", "H", "O", "C", "C", "H", "H", "H", "C", "H", "C", "C", "C", "H", "H", "H", "H", "C", "H", "H", "H", "H", "H", "H", "H", "C", "H", "H", "H", "H", "H", "H", "H", "C", "H", "O", "H", "O", "H", "O", "C", "H", "H", "H", "C", "H", "H", "H", "H", "H", "H", "H", "H", "C", "H", "O", "O", "H", "H", "C", "O", "H", "H", "C", "H", "H", "H", "H", "H", "O", "H", "H", "H", "C", "H", "C", "O", "C", "H", "H", "C", "H", "H", "H", "C", "C", "H", "H", "H", "H", "O", "C", "H", "H", "H"], "xyz": [[-1.305, 1.293, -3.753], [-1.336, -4.493, 5.044], [2.913, -3.965, 0.483], [2.984, 0.148, -2.287], [-1.412, 1.175, 3.537], [2.925, 4.205, -1.163], [-1.952, 0.642, -0.158], [4.934, 2.079, -0.668], [-1.463, 3.379, -6.313], [-0.738, -5.445, -4.055], [0.496, -3.368, -4.951], [-1.246, -1.671, -4.675], [-0.577, -4.728, -3.246], [1.189, -4.029, -4.849], [-7.903, 0.695, -2.634], [2.225, 6.891, 2.318], [3.948, -3.605, -1.809], [-8.522, -0.794, -3.271], [-1.277, -5.330, 1.885], [-1.497, 4.190, 0.132], [1.100, 0.412, -4.475], [-5.388, -0.310, -1.897], [-2.178, 4.740, -5.458], [1.079, 5.275, 1.285], [-6.441, -0.930, -2.782], [3.379, 2.834, -1.282], [0.124, 5.581, 3.200], [3.674, -0.910, 5.234], [-5.256, 0.757, -2.075], [4.497, -0.393, 4.738], [-1.750, 2.245, 5.423], [7.704, 1.339, 1.378], [3.982, 1.329, 1.397], [1.884, 4.257, -3.058], [-2.600, -0.621, 3.702], [3.961, -1.927, 5.493], [-4.777, -4.548, 0.644], [4.990, 1.342, 1.829], [3.431, -1.211, 2.475], [1.763, 0.081, 0.719], [5.834, 2.329, 1.040], [-2.861, -1.806, -0.233], [1.061, 0.638, 0.083], [0.190, -4.584, 0.456], [-3.910, 2.742, -5.299], [4.470, -2.929, -2.499], [-8.198, -0.694, -1.538], [-1.504, -2.534, -4.052], [5.374, 3.325, 1.125], [2.229, 1.062, 4.797], [1.293, 5.405, -1.905], [-3.749, 2.630, 0.010], [-4.125, -3.558, 4.250], [1.304, 1.783, -3.388], [3.465, -0.112, -3.238], [-3.079, 0.402, 2.400], [1.663, 4.372, -1.995], [-2.655, 2.803, -4.589], [0.180, -6.691, 0.314], [-7.078, -2.751, -3.112], [-3.056, 2.405, -1.561], [-0.851, 5.066, 0.135], [-6.136, -0.726, -3.818], [-0.851, -2.152, 5.656], [2.613, -1.624, 3.068], [0.350, 5.353, 4.250], [7.855, 3.013, 0.861], [-3.508, -2.389, 0.421], [4.892, 5.037, -0.915], [-1.714, 3.763, -5.319], [-1.015, 0.665, 5.603], [4.327, 4.967, -2.584], [-5.731, -4.061, 0.444], [-5.641, -0.444, -0.839], [-1.485, 2.091, 2.937], [-0.366, -0.809, 1.494], [3.450, 0.666, -5.264], [-0.405, -1.206, 0.607], [-4.782, -5.597, 0.343], [-0.786, 3.889, -4.754], [7.283, 2.337, 1.499], [1.141, -3.507, 0.442], [-3.591, -5.187, 4.453], [-2.114, 1.387, -4.474], [5.573, -3.796, -0.438], [-0.260, -3.321, -3.748], [2.103, 3.720, 3.726], [-4.023, -3.758, -1.482], [-3.516, 3.158, -0.920], [1.317, 5.123, 2.345], [-3.495, 0.890, 4.051], [0.630, -2.684, 0.352], [-1.031, -3.583, 1.922], [-2.156, -3.760, 5.131], [1.568, -1.242, 4.896], [-1.199, 0.530, -0.941], [3.143, 0.961, -4.254], [-3.676, -3.811, -0.094], [0.286, -5.054, -2.659], [5.395, 0.336, 1.723], [-2.967, 0.807, -4.113], [-1.983, -2.177, -3.143], [4.021, 5.173, -1.553], [1.654, 1.133, -0.686], [-0.861, 1.514, -1.264], [0.607, 1.371, 0.753], [-2.104, -3.405, 7.068], [5.136, -1.355, -0.609], [-2.727, -4.345, -0.050], [-0.547, -4.430, -0.342], [-1.056, 1.548, 4.954], [0.487, 0.540, 3.304], [-4.500, 3.402, -1.337], [-0.843, 5.179, 2.910], [-2.271, 4.756, -1.726], [-4.630, -4.568, 1.731], [2.649, 3.453, 2.088], [1.457, 2.016, -5.114], [-0.520, -4.541, 1.790], [0.346, -0.927, -1.275], [-6.397, -2.352, -2.562], [-2.208, -3.116, -4.649], [-3.444, 5.479, -0.175], [3.095, -1.097, -3.519], [2.447, 6.010, 2.634], [-1.593, -2.372, 4.878], [-3.045, -2.355, 1.411], [-2.851, 3.238, -3.611], [-0.899, 3.366, -0.274], [2.447, -0.857, 4.363], [4.819, 2.009, -4.113], [0.091, 6.675, 3.235], [2.879, -2.657, 3.301], [3.650, 6.197, -1.494], [1.757, -6.057, 0.849], [-4.171, 5.695, -0.767], [3.501, -1.603, 0.001], [4.902, 1.633, 2.877], [-0.004, -0.320, -0.437], [0.977, 3.006, 2.564], [5.843, 1.957, -0.338], [3.888, 2.167, -3.926], [4.070, -4.613, -2.211], [0.863, 3.738, -1.622], [-7.833, -0.386, -2.517], [2.169, 0.517, 4.004], [-1.759, 3.859, 1.135], [-1.495, -4.785, -2.657], [-2.721, 0.432, 3.436], [-1.715, 0.052, -1.780], [1.272, -5.910, -0.846], [3.541, 2.728, -2.244], [0.150, -4.678, 2.643], [7.356, 2.643, 2.542], [-2.670, -3.896, 6.466], [-2.853, -4.264, 3.162], [1.695, -1.628, 2.479], [-4.416, -0.787, -2.050], [4.538, -3.448, -0.426], [-1.168, -2.259, 3.885], [1.779, 3.737, 2.681], [-0.406, 0.342, 2.963], [-3.236, -4.190, 4.174], [2.882, -3.366, -1.886], [3.492, -0.364, 6.169], [0.912, -5.891, 0.182], [0.330, -2.822, -2.967], [-4.805, -3.187, -1.571], [4.922, -1.930, 1.035], [-2.679, 4.405, -0.768], [4.520, -2.003, 0.024], [-2.376, -1.622, 5.050], [2.664, 4.338, -0.110], [-1.856, 0.964, -5.447], [-0.054, 1.990, 4.981], [3.839, -4.261, 0.519], [1.686, 1.321, -4.303], [-3.722, 2.393, -6.177], [4.534, -0.141, -3.019], [-4.492, -1.911, 0.465]]}

---

Most stable to least stable: #Q, #P

---

#P
{"formula": "CBr2O", "method": "ωB97M-V with the def2-TZVPD basis set", "orbital_gap_ha": [0.28938, 0.27269], "homo_energy_ev": [-9.377, -9.077], "e_lumo_ev": [-1.5029, -1.6568], "symbols": ["O", "C", "Br", "Br"], "xyz": [[0.028, 2.129, -0.128], [-0.032, -0.199, 0.134], [-1.592, -1.032, -0.004], [1.596, -0.898, -0.002]]}

---

#Q
{"formula": "CBr2O", "method": "ωB97M-V with the def2-TZVPD basis set", "orbital_gap_ha": [0.32317, 0.22138], "homo_energy_ev": [-10.474, -9.184], "e_lumo_ev": [-1.6803, -3.1599], "symbols": ["O", "Br", "Br", "C"], "xyz": [[1.381, -1.080, 0.008], [0.669, 1.524, -0.016], [-2.631, -0.234, -0.007], [0.581, -0.210, 0.016]]}

---

Most stable to least stable: #Q, #P

---

#P
{"formula": "C4H8N2OS", "method": "ωB97M-V with the def2-TZVPD basis set", "orbital_gap_ha": 0.32441, "homo_energy_ev": -8.063, "smiles": "COC(/C=C\\N)=N/S", "e_lumo_ev": 0.7644, "symbols": ["C", "O", "H", "C", "H", "H", "C", "N", "H", "H", "N", "S", "H", "H", "H", "C"], "xyz": [[-0.532, 0.059, -0.206], [-1.736, -0.460, -0.065], [-3.664, -0.106, 0.186], [0.364, -0.987, -0.703], [-2.746, 1.309, -0.367], [1.750, 0.143, 1.450], [1.639, -1.165, -0.257], [-0.285, 1.269, 0.101], [-0.063, -1.766, -1.345], [-2.577, 0.842, 1.283], [2.228, -0.500, 0.735], [1.092, 2.175, -0.256], [3.208, -0.655, 0.956], [2.200, -2.004, -0.652], [1.836, 1.376, -1.110], [-2.714, 0.472, 0.249]]}

---

#Q
{"formula": "C4H8N2OS", "method": "ωB97M-V with the def2-TZVPD basis set", "orbital_gap_ha": 0.32119, "homo_energy_ev": -8.402, "e_lumo_ev": 0.3381, "symbols": ["C", "C", "C", "N", "H", "S", "H", "H", "H", "H", "N", "O", "H", "H", "H", "C"], "xyz": [[0.824, -0.246, -0.870], [0.888, 0.390, 1.455], [-1.607, -0.285, -1.253], [-0.545, -0.504, -0.258], [1.108, 0.876, -1.393], [-3.303, 1.058, 0.114], [1.503, 1.342, 1.735], [-2.665, 0.113, 1.446], [0.611, -0.290, 2.397], [2.826, -0.109, 0.026], [-2.664, 0.367, -1.234], [-0.317, 0.774, 0.731], [1.806, -1.404, 0.683], [-1.247, -0.676, -2.157], [1.144, -1.029, -1.796], [1.639, -0.375, 0.374]]}

---

Most stable to least stable: #P, #Q